C5H11N3 | ωB97M-V/def2-TZVPD

## Properties
SMILES: C=C(N)NN=C(C)C
Frontier orbital gap in hartree: 0.338
Lowest unoccupied orbital energy in eV: 1.11
ΔE to the lowest compared entry with this formula, charge and spin in kcal/mol: 62.8
Strongest force on any atom in eV/Å: 4.0
DFT total energy in eV: -9831.183

The geometry in XYZ format:
```
19
Properties=species:S:1:pos:R:3:forces:R:3
C -1.8950 -0.9972 -0.7646 0.261 0.642 0.317
C -1.7175 0.1520 -0.0944 -2.601 -2.057 2.249
N -2.5962 1.2369 -0.1907 0.381 0.180 0.201
N -0.8810 0.1416 1.1809 -0.612 0.192 -2.763
N 0.1362 0.7146 0.3428 2.668 1.157 0.409
C 1.2614 0.1163 0.2494 -0.940 -0.120 0.291
C 2.1726 0.5805 -0.8284 0.270 0.179 -0.043
C 1.6689 -1.0775 1.0580 -0.181 -0.113 0.020
H -1.3234 -1.8758 -0.5272 0.035 -0.129 0.216
H -2.6570 -1.0817 -1.5199 0.123 0.145 -0.415
H -3.3472 1.1048 -0.8538 0.282 0.143 -0.088
H -2.1390 2.1388 -0.2546 -0.097 -0.116 -0.123
H -1.2371 0.9273 1.7286 -0.040 -0.107 -0.191
H 1.8670 1.5419 -1.2354 -0.147 -0.051 0.039
H 3.1824 0.6813 -0.4366 0.220 -0.110 -0.121
H 2.1680 -0.1604 -1.6353 0.144 0.050 0.063
H 2.5276 -0.8234 1.6791 0.124 -0.038 -0.033
H 0.8589 -1.4152 1.7001 -0.005 0.093 -0.013
H 1.9503 -1.9048 0.4020 0.115 0.058 -0.014
```
Forces are in eV/Å.

***

C3H4BrF | ωB97M-V/def2-TZVPD

## Properties
Frontier orbital gap in hartree: 0.367
Lowest unoccupied orbital energy in eV: 0.79
ΔE to the lowest compared entry with this formula, charge and spin in kcal/mol: 74.6
Strongest force on any atom in eV/Å: 7.9
DFT total energy in eV: -75931.877

The geometry in XYZ format:
```
9
Properties=species:S:1:pos:R:3:forces:R:3
C 1.5072 0.8444 -0.3147 -5.852 -4.863 2.029
C 0.1682 0.3884 -0.3632 0.537 0.670 -0.318
C -1.2277 -0.9586 0.2994 0.558 3.375 -4.721
F -2.2939 -0.2373 0.7158 0.496 0.042 -0.053
Br 2.7882 0.1712 0.8087 1.007 -0.767 0.642
H 1.7623 1.7444 -0.6623 0.717 3.217 -1.800
H -0.4043 1.1125 -0.9816 0.010 -0.751 0.349
H -0.7524 -1.4269 1.0307 1.882 -1.886 3.382
H -1.5476 -1.6381 -0.5328 0.645 0.962 0.491
```
Forces are in eV/Å.

***

C35H63BO17 | ωB97M-V/def2-TZVPD

## Properties
SMILES: COB(O)C1=CC(=O)C=C(CCCCO)C1=O.CCOC(C)=O.CCOC(C)=O.CCOC(C)=O.CCOC(C)=O.CCOC(C)=O.CCOC(C)=O
Frontier orbital gap in hartree: 0.314
Lowest unoccupied orbital energy in eV: -1.07
Strongest force on any atom in eV/Å: 1.2
DFT total energy in eV: -72802.161

The geometry in XYZ format:
```
116
Properties=species:S:1:pos:R:3:forces:R:3
C -4.3341 4.2251 -3.8843 -0.356 0.460 -0.122
O -4.3483 3.0551 -3.0766 0.280 -0.008 -0.221
B -3.1902 2.6969 -2.4826 -0.156 -0.126 0.788
O -2.1887 3.6024 -2.2016 -0.232 -0.100 -0.876
C -2.9452 1.1866 -2.0565 0.138 -0.141 -0.410
C -2.1349 0.4151 -2.7950 -0.193 0.275 0.104
C -1.8125 -0.9792 -2.4358 0.762 -0.898 -0.352
O -1.0675 -1.6751 -3.1282 -0.681 0.762 0.510
C -2.3798 -1.5004 -1.1819 -0.444 0.596 0.260
C -3.1918 -0.7643 -0.4048 0.186 -0.365 -0.317
C -3.7401 -1.2823 0.8875 0.210 -0.014 0.515
C -2.6437 -1.7594 1.8577 0.042 0.225 -0.161
C -2.0999 -0.6527 2.7436 0.077 -0.151 -0.254
C -1.2817 0.3891 1.9926 0.514 0.253 0.603
O -0.1478 0.7552 2.7958 -0.076 -0.055 0.229
C -3.5582 0.6236 -0.8253 -0.608 0.315 0.504
O -4.3470 1.2790 -0.1597 0.569 -0.231 -0.504
H -3.8070 5.0531 -3.4236 0.145 0.021 0.215
H -5.3550 4.5366 -4.0671 -0.254 -0.074 0.099
H -3.8816 4.0301 -4.8516 0.182 -0.206 -0.099
H -1.3557 3.1699 -2.4103 0.431 0.178 0.480
H -1.6738 0.8061 -3.6923 0.122 -0.149 -0.181
H -2.1014 -2.4930 -0.8689 0.140 -0.252 -0.187
H -4.4229 -2.1095 0.7213 -0.145 -0.105 -0.341
H -4.3111 -0.5032 1.3818 -0.197 0.125 -0.003
H -1.7989 -2.1642 1.3021 0.054 -0.232 -0.141
H -3.0172 -2.5703 2.4736 -0.209 -0.084 0.147
H -2.9033 -0.1615 3.2817 -0.172 -0.033 0.246
H -1.4291 -1.1185 3.4595 0.118 0.062 0.237
H -0.9221 0.0271 1.0326 -0.122 -0.131 -0.218
H -1.8524 1.3024 1.8505 -0.233 0.086 -0.314
H 0.6494 0.6552 2.2794 0.201 0.138 -0.204
C -4.5538 3.7906 6.6189 -0.179 -0.051 -0.093
C -3.6081 3.0707 5.6804 0.090 0.160 0.191
O -4.2052 1.8834 5.1324 0.243 -0.187 0.068
C -4.9914 1.8960 4.0534 -0.331 0.238 -0.143
C -5.4976 3.2134 3.5137 0.320 0.145 -0.260
O -5.3326 0.8530 3.5609 0.061 -0.235 0.007
H -5.4498 4.1455 6.1064 0.042 0.053 -0.010
H -4.0543 4.6478 7.0703 0.032 -0.014 0.014
H -4.8779 3.1173 7.4131 0.068 0.004 0.032
H -3.2415 3.7196 4.8830 -0.075 -0.034 -0.036
H -2.7373 2.7180 6.2303 -0.199 0.031 -0.208
H -6.4789 3.4125 3.9420 -0.015 -0.004 0.019
H -5.5952 3.1197 2.4346 -0.129 -0.124 0.019
H -4.8417 4.0571 3.7119 -0.083 0.011 0.122
C 2.0564 -3.6037 -3.6338 0.109 -0.039 0.014
C 2.2110 -2.4613 -2.6557 -0.142 0.011 -0.296
O 2.7753 -2.8898 -1.4063 -0.093 0.192 0.252
C 4.0927 -3.0224 -1.2057 0.056 -0.206 -0.298
C 5.0306 -2.9879 -2.3902 0.058 0.372 -0.051
O 4.4958 -3.2189 -0.0906 0.046 0.032 0.219
H 3.0172 -4.0415 -3.9018 -0.010 -0.001 -0.038
H 1.5675 -3.2548 -4.5442 -0.035 0.053 0.041
H 1.4571 -4.3982 -3.1951 -0.038 0.008 0.004
H 2.7907 -1.6339 -3.0701 0.062 -0.032 0.026
H 1.2328 -2.0616 -2.4010 0.004 -0.030 0.093
H 5.2097 -4.0108 -2.7183 -0.029 -0.028 -0.010
H 5.9718 -2.5506 -2.0655 0.034 -0.138 0.098
H 4.6665 -2.4031 -3.2310 -0.063 -0.123 -0.029
C -0.9088 7.5518 -3.9584 -0.078 -0.031 -0.132
C 0.1975 6.5211 -3.8789 -0.049 0.211 0.062
O -0.1333 5.3282 -4.5949 0.045 -0.238 0.242
C 0.0644 5.1696 -5.9152 -0.091 0.200 -0.164
C 0.4270 6.3668 -6.7625 0.382 0.037 0.091
O -0.1132 4.0859 -6.3964 -0.032 -0.148 -0.014
H -1.0778 7.8839 -4.9832 0.057 0.042 0.005
H -0.6605 8.4226 -3.3517 0.007 -0.004 0.018
H -1.8429 7.1255 -3.5931 0.024 -0.009 0.066
H 1.1585 6.9157 -4.2118 -0.021 0.004 -0.056
H 0.3286 6.2016 -2.8470 -0.010 -0.102 -0.020
H -0.4860 6.7851 -7.1834 -0.024 0.006 0.001
H 1.0637 6.0261 -7.5746 -0.129 -0.081 -0.070
H 0.9635 7.1470 -6.2278 -0.126 0.041 0.029
C -0.9804 -1.9723 6.4670 -0.129 -0.020 0.105
C -0.0199 -0.8262 6.2278 -0.058 -0.405 -0.054
O -0.6761 0.4363 6.3336 0.119 0.243 -0.216
C -0.8638 1.0659 7.4977 -0.087 -0.194 0.198
C -0.6196 0.3322 8.7953 0.397 0.034 0.046
O -1.2855 2.1922 7.4865 0.157 0.070 0.174
H -1.3993 -1.9548 7.4735 0.071 -0.013 0.029
H -0.4748 -2.9279 6.3245 0.017 0.003 -0.021
H -1.8156 -1.9112 5.7692 0.034 0.007 -0.050
H 0.8504 -0.8676 6.8849 -0.033 0.026 0.041
H 0.3471 -0.8794 5.2041 -0.025 0.240 -0.032
H -1.5624 -0.0924 9.1369 -0.022 -0.010 -0.009
H -0.2715 1.0519 9.5318 -0.154 0.071 0.001
H 0.1242 -0.4576 8.7284 -0.110 -0.079 -0.030
C 5.8716 0.7973 3.3586 0.032 0.064 -0.128
C 4.3670 0.6279 3.3326 0.166 -0.124 0.100
O 3.7434 1.5234 2.4089 -0.241 0.135 0.162
C 3.6126 1.2532 1.0973 0.323 -0.275 -0.263
C 4.3566 0.0795 0.5001 -0.224 -0.238 0.220
O 2.9428 1.9814 0.4195 -0.191 0.174 -0.005
H 6.3205 0.5540 2.3957 -0.011 -0.078 0.014
H 6.3133 0.1499 4.1163 -0.010 -0.005 0.012
H 6.1285 1.8314 3.5877 -0.021 0.001 0.059
H 4.0699 -0.4023 3.1308 0.034 0.006 -0.059
H 3.9481 0.8915 4.3023 -0.067 0.078 -0.033
H 5.2993 0.4372 0.0884 0.033 0.025 0.002
H 3.7522 -0.3293 -0.3056 0.010 0.126 -0.060
H 4.5552 -0.7304 1.1976 0.100 0.036 -0.052
C 3.4918 -7.8579 -7.2964 -0.123 0.010 0.053
C 4.4076 -7.6484 -6.1085 -0.001 -0.099 -0.193
O 3.7757 -6.8924 -5.0732 0.198 0.171 0.065
C 2.9845 -7.4477 -4.1330 -0.203 -0.184 -0.114
C 2.5370 -8.8824 -4.2883 0.325 -0.182 0.097
O 2.6075 -6.7638 -3.2253 0.026 0.078 0.136
H 2.6115 -8.4418 -7.0278 0.035 -0.059 -0.002
H 4.0192 -8.3797 -8.0952 0.016 0.006 -0.001
H 3.1436 -6.8975 -7.6755 0.052 0.016 -0.019
H 4.7981 -8.5881 -5.7154 -0.046 -0.011 0.010
H 5.2679 -7.0517 -6.4063 -0.010 0.067 0.065
H 1.5659 -8.8929 -4.7810 -0.017 0.009 -0.014
H 2.4313 -9.3120 -3.2957 -0.134 0.100 0.032
H 3.2274 -9.5097 -4.8469 -0.079 0.043 -0.099
```
Forces are in eV/Å.

***

DFT total energy of number 3 (C35H63BO17)? -72802.161 eV

***

Which value of DFT total energy does entry 2 give? -75931.877 eV

***

Number 3 is which compound? C35H63BO17

***

The lowest frontier orbital gap belongs to which entry? C35H63BO17